# 1
Below is 2 unconnected molecules or ions with the total composition C3H13N3 at a distorted geometry, with properties calculated with the ωB97M-V functional and the def2-TZVPD basis.

Computed properties:
* HOMO-LUMO gap: 9.96 eV
* LUMO: 1.0 eV
* E_HOMO: -8.97 eV
* SMILES string: CCN.NCN
* energy above the lowest of the compared OMol25 structures with the same formula, charge and spin: 23.3 kcal per mole

The geometry in XYZ format:
```
19
C3H13N3, DFT the ωB97M-V functional and the def2-TZVPD basis
H -1.13 -0.94 1.06
N -1.00 1.12 1.58
H -0.53 -0.10 -1.48
C -1.40 -0.22 1.84
H 0.75 1.43 -3.04
H -0.16 -1.43 2.96
H -0.05 1.46 1.51
N -0.89 -0.76 3.13
H 2.49 -0.46 -1.51
N 0.66 0.44 -3.24
H -1.71 -1.00 3.65
H 0.39 -1.35 -2.34
H 1.54 0.23 -3.68
C 1.59 -0.05 -1.00
C 0.42 -0.31 -1.99
H -2.51 -0.20 1.65
H 1.72 1.03 -0.98
H -1.59 1.82 2.03
H 1.40 -0.71 -0.15
```

# 2
Below is a molecular structure, C17H34CeO2P2 at a distorted geometry, with properties calculated with the ωB97M-V functional and the def2-TZVPD basis.

Computed properties:
* HOMO-LUMO gap (alpha / beta): 6.34 / 6.32 eV
* total charge: +2
* LUMO (alpha / beta): -7.7 / -7.8 eV
* E_HOMO (alpha / beta): -14.09 / -14.11 eV
* energy above the lowest of the compared OMol25 structures with the same formula, charge and spin: 0.0 kcal per mole

The geometry in XYZ format:
```
56
C17H34CeO2P2, DFT the ωB97M-V functional and the def2-TZVPD basis
H 2.06 -3.54 1.24
H -2.15 -3.19 0.75
H 1.15 1.94 -2.10
H -1.55 -0.77 0.02
H 0.65 4.08 1.41
C 0.16 0.57 0.12
H 1.73 2.96 0.54
H 1.55 -3.09 -0.43
H -0.88 -0.90 -4.91
H 0.77 0.89 -4.89
H -1.04 -1.45 3.85
H -0.16 0.98 -0.84
C -1.12 -3.59 0.86
H -1.95 2.93 -0.41
H 1.37 1.69 7.09
C 0.75 1.33 5.07
H 0.02 -2.88 3.62
C -1.71 0.74 -3.73
C 0.68 3.30 0.63
H -0.37 1.33 6.89
C -0.45 -0.83 0.12
H 2.27 1.31 -4.06
H -0.07 -1.26 -0.81
O 1.90 0.89 4.71
H 1.27 0.49 0.03
H -1.30 2.29 -2.23
H -0.80 -4.07 -0.08
H -1.14 -2.01 -2.16
H 0.54 -1.55 4.68
C 0.81 -1.54 -2.89
C 1.69 -0.74 -3.81
C 1.32 0.76 -3.95
H 2.40 -1.88 0.59
H -2.73 0.82 -3.33
H 0.25 2.92 6.44
H -2.50 3.08 1.30
H 2.72 -0.83 -3.46
O -0.23 1.29 4.24
P -0.43 1.97 1.21
Ce 1.05 0.02 2.58
C 1.68 -2.72 0.60
H -2.67 1.51 0.45
H -2.33 -1.31 -3.96
C 0.49 1.85 6.47
P 0.02 -2.24 1.25
H 1.67 -1.16 -4.83
C 0.54 1.42 -2.85
H -1.11 -4.34 1.67
C -2.04 2.41 0.55
H 1.32 -2.31 -2.30
C -0.81 1.51 -2.83
H 0.34 3.73 -0.32
H -1.74 1.18 -4.74
C -1.36 -0.77 -3.92
C 0.00 -1.79 3.74
C -0.53 -1.45 -2.88
```

# 3
Below is a molecular structure, C24H65BF4O9V at a distorted geometry, with properties calculated with the ωB97M-V functional and the def2-TZVPD basis.

Computed properties:
* HOMO-LUMO gap (alpha / beta): 3.54 / 7.30 eV
* total charge: -1
* multiplicity: 5
* LUMO (alpha / beta): 2.3 / 2.3 eV
* E_HOMO (alpha / beta): -1.26 / -5.03 eV
* energy above the lowest of the compared OMol25 structures with the same formula, charge and spin: 26.4 kcal per mole
* expectation value of S²: 6.005

The geometry in XYZ format:
```
104
C24H65BF4O9V, DFT the ωB97M-V functional and the def2-TZVPD basis
C -15.00 10.31 25.05
H -14.35 13.45 14.97
H -10.51 8.20 16.28
H -11.03 19.36 21.50
H -11.31 10.52 23.58
H -17.04 12.10 17.23
H -17.69 18.89 21.35
H -11.80 10.98 18.50
H -15.57 10.21 22.92
O -12.28 14.13 17.43
O -12.89 15.43 23.36
H -10.71 16.87 19.40
H -8.18 11.19 21.55
C -13.04 16.36 25.48
C -9.46 18.11 23.24
C -17.18 11.86 18.29
O -16.14 16.41 19.73
H -15.07 18.80 21.70
H -14.11 9.75 24.75
H -13.88 11.03 26.71
H -8.67 17.37 23.43
H -18.42 17.67 20.36
C -16.82 13.06 19.13
H -13.59 16.25 26.41
H -10.53 11.63 21.28
F -13.70 13.31 21.88
C -17.46 18.14 20.59
H -14.72 14.81 18.00
V -9.99 14.58 20.72
H -16.67 10.94 18.57
H -16.65 16.59 21.75
C -14.29 15.33 17.14
C -10.19 17.47 22.06
C -11.12 11.58 23.41
H -18.26 11.73 18.41
O -10.61 16.12 22.31
H -12.73 13.60 18.08
C -17.28 13.04 20.62
H -9.16 13.25 23.16
H -9.40 9.16 15.29
H -10.61 11.83 24.34
H -17.25 14.97 18.95
H -14.64 18.23 20.11
H -15.77 8.54 25.45
H -16.80 11.00 24.00
H -16.86 12.17 21.12
H -15.25 16.33 23.84
H -12.26 9.41 17.79
H -9.99 18.15 24.19
H -15.44 15.80 19.95
H -9.02 8.75 16.99
H -15.38 11.78 23.46
C -11.33 18.32 21.61
O -11.23 10.92 15.92
H -11.46 16.15 22.74
H -15.39 14.53 23.60
C -10.45 10.34 16.88
F -13.30 12.85 19.66
H -15.64 15.36 25.13
C -10.11 11.84 22.26
H -12.98 12.58 15.47
H -15.06 15.77 16.51
H -9.17 9.91 22.10
H -13.21 14.72 22.79
C -11.43 10.07 18.04
H -9.69 11.05 17.20
H -17.09 18.73 19.75
C -13.19 14.56 16.41
H -8.44 11.01 23.32
C -8.89 10.94 22.33
H -11.80 17.92 20.71
H -9.06 19.09 22.98
C -15.74 10.82 23.80
C -14.98 17.90 21.09
H -13.24 17.31 24.98
O -9.69 13.17 22.36
C -15.02 15.34 24.24
H -16.93 13.96 21.09
H -15.43 11.81 26.42
H -14.12 17.37 21.52
O -17.38 14.17 18.43
H -14.36 12.63 16.53
H -13.77 16.16 17.61
O -15.75 9.40 25.89
F -14.09 14.81 20.25
O -10.33 15.99 19.18
H -11.97 16.26 25.66
H -9.43 17.47 21.27
H -10.86 9.51 18.77
H -12.03 12.18 23.36
B -13.28 13.79 20.64
H -12.70 15.16 15.64
F -12.03 14.21 20.80
H -18.36 12.98 20.73
H -12.14 18.25 22.33
H -11.93 10.31 15.67
H -13.24 14.27 24.91
C -9.81 9.04 16.30
H -15.75 13.22 19.03
C -14.53 11.44 25.93
C -16.35 17.21 20.91
C -13.52 15.26 24.57
C -13.75 13.24 15.86
H -13.99 12.24 25.44
```

# 4
Below is 4 unconnected molecules or ions with the total composition C18H45N4O9 at a distorted geometry, with properties calculated with the ωB97M-V functional and the def2-TZVPD basis.

Computed properties:
* HOMO-LUMO gap: 7.26 eV
* total charge: -1
* LUMO: 2.6 eV
* E_HOMO: -4.63 eV
* energy above the lowest of the compared OMol25 structures with the same formula, charge and spin: 0.0 kcal per mole

The geometry in XYZ format:
```
76
C18H45N4O9, DFT the ωB97M-V functional and the def2-TZVPD basis
C 1.17 -4.01 3.32
N 0.18 -0.52 0.29
H 5.78 4.77 -7.14
H 6.88 3.55 -7.74
H -2.56 2.05 -3.38
H -3.48 -0.31 0.59
C -3.77 1.51 2.47
H -5.50 -3.45 -0.69
H 5.05 -0.82 1.05
H 7.18 2.83 -3.40
O -4.56 -2.61 0.96
H -2.31 -2.74 2.45
H -1.38 -4.13 3.89
H 6.98 1.72 -1.30
C 5.99 2.19 -1.20
H -1.05 4.11 4.24
H -4.33 1.71 -3.50
C -5.71 -3.06 0.32
C 4.30 -0.70 0.25
H -3.18 0.37 -3.45
C 5.14 1.41 -0.20
H -4.12 -0.44 -1.51
C -4.37 0.56 -1.13
H 2.11 -3.92 3.88
O 0.80 -1.59 0.54
H -5.15 -0.01 0.76
H -3.46 -3.95 -0.13
C 6.13 3.13 -3.41
C 5.57 3.03 -4.82
H 5.27 3.04 -7.32
C -3.54 -3.61 0.90
C -2.23 -3.09 1.41
H -3.22 2.41 4.27
H -1.98 -2.16 0.89
H -0.43 -5.94 1.67
H 4.66 3.65 -4.86
N -3.94 1.70 1.06
H 4.20 -1.71 -0.15
O 6.57 3.48 -5.72
C 6.08 3.72 -7.01
H 4.22 2.01 -0.06
C -3.36 1.39 -3.06
H -4.59 2.42 0.77
H -0.30 -3.49 1.36
H -2.12 -5.77 1.74
H 6.13 4.20 -3.13
H -4.18 3.48 3.27
H 1.46 -4.09 2.26
O -2.20 3.34 2.69
H -1.17 5.08 2.77
O 4.78 0.17 -0.74
C -1.73 4.43 3.44
C -3.34 2.76 3.23
H -5.39 0.82 -1.46
H 0.67 -3.03 3.44
H -6.38 -2.21 0.16
H 5.31 2.00 -5.05
H 3.30 -0.51 0.66
C -1.20 -5.22 1.96
N 5.34 2.32 -2.49
H 5.64 1.31 0.76
O -0.70 -0.10 1.08
H -6.21 -3.86 0.89
H 4.49 2.82 -2.25
C -0.98 -5.05 3.45
H -4.75 1.24 2.92
C -4.21 0.46 0.37
H -3.05 0.72 2.67
H -2.53 5.01 3.91
O 0.46 0.12 -0.74
H -3.92 -4.45 1.50
O -3.36 1.40 -1.67
H 6.18 3.18 -0.73
N -1.13 -4.02 1.13
H -1.36 -5.92 4.00
O 0.41 -5.08 3.80
```

# 5
Below is a molecular structure, C19H25N7O9P2W at a distorted geometry, with properties calculated with the ωB97M-V functional and the def2-TZVPD basis.

Computed properties:
* HOMO-LUMO gap (alpha / beta): 7.37 / 7.78 eV
* total charge: +2
* multiplicity: 3
* LUMO (alpha / beta): -6.4 / -7.1 eV
* E_HOMO (alpha / beta): -13.76 / -14.85 eV
* energy above the lowest of the compared OMol25 structures with the same formula, charge and spin: 27.2 kcal per mole
* expectation value of S²: 2.012

The geometry in XYZ format:
```
63
C19H25N7O9P2W, DFT the ωB97M-V functional and the def2-TZVPD basis
C 1.52 1.95 -2.46
H -0.63 0.59 -5.27
C 5.20 -3.03 0.18
H -3.34 -2.78 -3.88
H 0.89 -2.05 -1.48
O 6.14 -2.45 0.66
O 0.24 -0.72 4.19
H -1.88 -0.96 -4.72
C -1.13 -0.48 -2.78
H -1.83 2.03 4.85
C 3.74 -1.15 0.85
O -4.14 -0.01 1.62
C 2.59 -0.39 0.76
C -1.91 -1.19 -3.67
O -0.89 -1.58 2.07
N -1.16 2.99 -0.39
N 0.54 1.08 -2.17
P -2.90 0.97 1.72
H -3.25 -1.10 3.94
H -0.76 4.42 1.08
C -2.72 -2.49 -1.84
H -2.15 2.92 -0.18
C 1.71 -1.82 -0.82
C 2.82 -2.62 -0.77
H -2.30 -0.38 5.24
C -2.04 0.57 3.32
H -3.33 -3.28 -1.43
H -0.65 2.17 3.69
H 6.11 -4.78 -0.22
H 2.86 -3.49 -1.42
C -1.92 -1.73 -1.02
C -0.18 0.57 -3.19
O -3.25 2.41 1.79
H 2.46 0.50 1.35
O -2.00 0.54 0.55
O 0.16 0.69 1.97
H -2.20 2.63 3.32
N 1.58 -0.71 -0.07
C 0.76 3.05 1.05
H 1.12 2.27 -5.79
C -0.01 0.99 -4.49
H 2.12 2.29 -1.63
H 2.57 3.10 -3.92
N -1.64 1.95 3.85
H -1.04 3.65 -1.16
C 0.97 1.93 -4.78
N -1.14 -0.74 -1.47
H 4.54 -0.85 1.51
P -0.46 -0.31 2.98
H 4.43 -4.80 -0.60
C -2.72 -2.21 -3.20
N -0.52 3.49 0.76
C 3.87 -2.28 0.08
C 1.77 2.39 -3.75
H -1.90 -1.89 0.05
H -0.82 -2.39 2.59
H -3.77 0.43 4.64
O 1.16 2.09 0.20
N 5.24 -4.29 -0.30
O 1.38 3.47 1.98
C -2.89 -0.16 4.35
W -0.05 0.57 -0.14
H -4.99 0.39 1.84
```

# 6
Below is 11 unconnected molecules or ions with the total composition C41H102Cl2O20 at a distorted geometry, with properties calculated with the ωB97M-V functional and the def2-TZVPD basis.

Computed properties:
* HOMO-LUMO gap: 9.60 eV
* LUMO: 0.3 eV
* E_HOMO: -9.27 eV
* SMILES string: COCCOC.COCCOC.COCCOC.COCCOC.COCCOC.COCCOC.COCCOC.COCCOC.COCCOC.COCCOC.ClCCl
* energy above the lowest of the compared OMol25 structures with the same formula, charge and spin: 0.0 kcal per mole

The geometry in XYZ format:
```
165
C41H102Cl2O20, DFT the ωB97M-V functional and the def2-TZVPD basis
H -0.63 3.83 -4.40
H 1.16 -4.27 2.09
H 1.37 -3.97 6.46
H 0.09 1.11 -0.65
C 5.64 -3.46 1.28
C 3.35 2.71 0.33
H -5.33 -0.86 -0.15
H -1.34 8.15 -0.25
H -0.58 -4.26 2.51
C 3.44 -1.28 -3.85
C 0.95 -2.93 -1.75
H 1.13 -3.60 -0.90
H 4.31 -0.70 -0.06
H 1.49 -0.66 0.91
C -1.12 7.07 4.81
H -1.25 4.65 -1.99
H 3.05 1.95 -5.52
H -2.08 -3.46 -2.86
H -1.63 8.01 5.00
H -0.66 7.10 3.82
H -1.47 7.79 -3.80
O -4.14 -2.00 -1.42
H -2.15 -12.11 -3.32
H 5.06 3.62 2.23
H 3.58 0.13 3.90
H -3.37 4.26 -1.00
O -2.01 -7.71 -2.21
H 4.25 -4.87 2.31
O 2.16 -1.69 -3.40
C 2.09 3.85 -5.65
H -0.75 3.00 4.02
H -2.34 -2.85 2.54
H -1.32 1.78 0.19
C 2.05 2.19 -3.04
H -3.66 2.50 -0.74
C 5.11 -1.44 0.09
O 4.92 -5.71 0.51
H -2.29 -8.57 -0.33
H -2.37 6.76 -0.51
H -1.35 -5.77 -2.38
O -0.51 0.01 1.07
H -3.72 -8.24 -1.22
H 2.30 2.50 0.13
H 1.46 1.93 -6.26
H 3.10 1.85 -3.06
C -3.41 -1.26 0.77
C 2.28 -2.77 -2.45
O -2.85 -10.13 -3.26
H 1.51 1.63 -2.29
O -2.08 6.06 4.90
H -3.94 0.02 -0.86
H -1.55 -10.36 -1.72
H -0.65 5.50 -4.93
H 2.73 4.38 -4.93
C -0.35 1.29 0.33
H 6.56 -3.54 0.69
H -3.14 -0.37 1.36
C -0.44 6.22 0.25
H -1.50 -3.81 -1.21
H -1.22 -6.45 -0.74
C -4.87 -1.77 -2.54
C -1.82 7.72 -2.77
H 2.89 -6.07 0.80
H -4.27 2.29 3.48
O -0.86 7.14 -1.95
C 0.15 -4.04 1.72
C -2.60 -10.06 -1.86
H -0.35 -1.55 3.11
O -4.94 3.01 1.68
H 4.79 2.00 4.13
C 0.01 4.66 -4.73
H 5.97 -2.89 2.17
H 1.72 -3.21 4.84
H 3.77 -0.35 2.20
O 0.14 -2.66 1.38
C 0.71 -0.42 1.64
H -2.95 3.59 1.33
C -2.69 -8.61 -1.35
H 5.50 -1.61 -0.92
H 5.95 -1.01 0.65
H -4.58 -0.82 -3.01
C -0.78 4.09 3.88
C 5.44 1.77 3.27
H 0.55 4.85 -1.77
H -2.81 -5.95 -1.32
H -3.40 -1.88 3.51
C -4.02 3.52 -0.52
H 3.61 -6.41 -0.78
H 2.42 -3.71 -2.99
H -2.46 4.04 5.11
C 2.02 2.35 -5.43
C -2.92 -11.48 -3.79
O 1.39 1.87 -4.25
H -5.14 3.56 -3.13
H -2.78 7.21 -2.65
H -0.09 -4.59 0.81
O 4.63 -2.65 0.65
H -3.76 -3.64 3.19
H 3.07 -2.62 -1.70
H 3.28 -4.71 -0.31
C 1.12 -3.90 5.41
H 0.25 1.95 0.95
H -4.68 4.03 3.51
O -5.31 3.71 -1.03
C -1.85 -6.39 -1.64
H 0.63 6.43 0.12
C 5.14 -4.90 1.66
Cl -0.54 -3.20 5.35
C -4.29 -0.95 -0.47
H 4.11 -2.08 -4.21
O 3.68 2.19 1.63
O 5.51 0.35 3.15
C -5.62 3.07 -2.27
C 1.40 3.95 2.92
H -0.68 6.43 1.30
C 4.98 2.53 2.05
H -5.34 2.01 -2.23
H 3.44 -0.52 -4.63
H -0.25 3.33 -1.35
C -1.33 7.11 -0.61
H -3.86 -11.95 -3.48
H -1.53 -2.13 -1.76
C -1.38 -3.15 -2.09
H -3.18 -10.76 -1.24
H 4.44 -1.39 3.44
H 1.12 0.32 2.35
C 3.59 -5.70 0.05
C -1.59 4.70 5.02
H -4.68 -2.60 -3.23
H -6.70 3.19 -2.35
O 0.58 4.61 3.88
H 3.97 -0.85 -2.98
H 0.63 4.97 -3.89
O -0.61 4.83 -0.02
O -4.10 -2.22 1.62
H 5.91 -5.39 2.24
H -1.24 4.30 2.90
H 1.54 2.88 3.12
H -0.32 6.90 5.54
H 0.70 -1.97 -1.28
C -3.98 3.82 1.01
H 1.01 4.12 1.91
H -2.45 -1.64 0.40
H 3.49 3.79 0.29
H -2.07 8.76 -2.49
O 0.83 4.45 -5.89
H 3.94 2.24 -0.47
C 4.26 -0.35 3.18
H -0.97 4.71 5.93
H 5.68 2.27 1.25
C -3.40 -2.69 2.78
H -4.21 4.89 1.09
H -2.81 -11.50 -4.86
Cl 1.17 -5.54 4.71
H 2.35 4.48 2.98
H 2.06 3.27 -2.84
H 1.38 -2.05 2.93
H -5.96 -1.68 -2.37
C 0.46 -1.74 2.40
C -4.95 3.06 3.09
C -0.38 4.42 -1.37
O -0.07 -3.36 -2.65
H 2.57 3.94 -6.63
H -5.97 2.89 3.47
H 6.47 2.03 3.53
```

Calculated total energy across the listed records, respectively: -286.31453 -1975.74542 -2999.09006 -1608.77579 -2549.14206 -4048.02997 hartree.